[1]
The following is a DFT calculation (ωB97M-V with the def2-TZVPD basis set) of a molecular structure, C22H20N10O2PtS in a non-equilibrium geometry.

The geometry in ORCA input format:
```
! wB97M-V def2-TZVPD RIJCOSX def2/J DEFGRID3
* xyz -2 1
C -1.0529 -0.6102 0.4960
H -2.4248 -0.2241 -3.9734
C 1.9095 -0.4280 6.3568
N 1.4517 0.9863 -4.2915
N -0.0446 -2.2883 1.4619
N 0.1650 -0.7659 -0.1068
C 0.7637 -1.7794 0.4962
H 0.6637 -1.4833 7.7755
H 2.3315 0.2241 7.1117
C 0.9767 -1.3753 6.7480
C -2.2894 3.2785 -1.0193
C 2.8294 2.6714 -5.4319
C -1.6124 2.1452 -1.6031
H -1.9857 -1.7452 2.1655
C 2.0652 0.7546 -6.5414
H 3.0404 0.4800 4.7863
H 2.7784 -2.2284 1.0389
H -4.0294 4.4989 -0.9594
N -0.6440 -3.6856 4.6059
C -1.7326 0.2284 -3.2638
C -1.5483 4.0363 0.0410
H -1.3173 3.3825 0.8840
Pt 0.8118 0.4581 -1.7053
C -2.3606 1.4154 -2.6011
H -0.8290 0.5223 -3.8079
C 0.4469 -2.2027 5.7465
C 2.3180 -0.2827 5.0384
H -5.2241 3.2403 -2.7203
C -4.2353 2.9324 -2.4045
H 2.4924 -1.8317 -0.6848
H -4.1366 1.2792 -3.7556
C -1.1955 -1.5469 1.4698
C -3.5537 3.6368 -1.4171
C 0.2589 -3.3801 2.3609
O 2.4211 -3.1288 -3.5894
N 0.1716 -2.9956 3.7241
N 3.4406 3.6475 -5.5392
S 1.8594 -1.7483 -3.6809
H -2.1275 4.8893 0.3968
H -0.4576 -4.2013 2.2215
O 1.5327 1.6428 -3.1433
N 1.9357 -1.0298 -2.3647
C 2.0899 1.4828 -5.3481
H -0.5949 4.3799 -0.3623
C 1.8077 -1.0983 4.0218
C 0.8828 -2.0459 4.4028
N 2.1018 0.2052 -7.5582
H -1.4499 -0.5296 -2.5191
N -0.4003 1.8723 -1.2267
H 1.2702 -3.7374 2.1191
C 2.0985 -2.3487 0.1953
H 2.0163 -3.4068 -0.0530
H -1.7231 0.1706 0.1948
C -3.6129 1.8332 -2.9824
H 2.1117 -0.9675 2.9954
N -0.4609 -3.1983 5.7992
*
```

- Gap between HOMO and LUMO: 0.100 hartree
- HOMO energy: 0.6 eV
- LUMO level: 3.26 eV

=====

[2]
The following is a DFT calculation (ωB97M-V with the def2-TZVPD basis set) of a molecular structure, C22H20N4O4S3Sr in a non-equilibrium geometry.

The geometry in ORCA input format:
```
! wB97M-V def2-TZVPD RIJCOSX def2/J DEFGRID3
* xyz 0 1
C -1.2732 -1.7795 2.6424
H -0.5781 5.8135 -0.4422
C -5.8371 0.6707 -1.8260
Sr -0.4482 -0.7518 -0.6869
O 1.6255 -2.1635 -1.4400
H -7.9947 1.2277 -1.5424
H 0.7805 -3.7296 4.4338
C -5.3293 -1.7095 -1.7131
C 6.2868 0.2139 -0.3936
C -7.2405 0.4730 -1.6528
H 5.1366 1.8219 -1.3050
S 2.4438 -2.1885 -0.2541
N -3.1159 1.1664 -1.2880
C -3.4499 -0.0967 -1.5702
H 4.9711 -2.9150 0.2748
H 7.4237 1.9748 0.1250
C 5.0373 -1.8356 0.0341
H -4.6785 -2.5804 -1.8549
C -1.3409 2.5318 -0.6951
H 3.1173 0.4423 -1.5847
H 8.1748 1.0413 -1.1485
H 7.0766 -1.6271 0.4622
S -2.1189 4.0477 -0.5181
C 3.9895 0.0116 -1.1196
C -7.5488 -0.8490 -1.4412
O -5.4209 1.9366 -2.0037
C 7.6065 0.9766 -0.2234
C -6.6674 -1.8971 -1.5579
S 0.2500 2.3817 -0.0202
H 2.4617 -2.5690 3.0554
C -0.9175 -2.6073 3.6812
H -2.3200 -1.3756 2.5475
C 6.2212 -1.0800 0.0995
H 0.7999 4.1178 1.5437
H -4.3797 1.9347 -1.7315
O 2.7115 -3.4031 0.4957
O -2.6942 -1.1107 -1.4833
H 1.3004 4.4654 -0.1885
C 5.1066 0.7925 -0.9340
H -7.0752 -2.9178 -1.5429
N -0.3998 -1.5133 1.6765
H 8.2468 0.5025 0.5323
C 0.4686 -2.9367 3.7117
C -0.7834 4.9658 0.2268
H -8.5770 -1.1330 -1.1943
H -1.7051 -2.9386 4.3363
C 0.4979 4.1205 0.4963
C 3.9528 -1.2984 -0.6766
H -1.2158 5.4358 1.1484
C 1.4230 -2.3330 2.8938
C -4.8702 -0.3602 -1.8125
C 0.9728 -1.6472 1.7626
N -1.8170 1.3519 -1.1182
N 1.7143 -1.0710 0.7834
*
```

- Gap between HOMO and LUMO: 0.273 hartree
- HOMO energy: -7.4 eV
- LUMO level: 0.00 eV

=====

[3]
The following is a DFT calculation (ωB97M-V with the def2-TZVPD basis set) of 2 unconnected molecules or ions with the total composition C22H20O4S in a non-equilibrium geometry.

The geometry in ORCA input format:
```
! wB97M-V def2-TZVPD RIJCOSX def2/J DEFGRID3
* xyz 0 1
C 3.8154 2.9024 -1.1825
C 0.3302 -0.2492 0.8125
H -4.3995 2.1193 3.8895
C 0.0790 -2.7470 0.4165
H 3.3363 -1.8374 -2.4749
C 1.8127 -1.9626 1.8905
C -4.3615 1.1375 0.1251
O 2.0894 -0.8758 -1.1335
C 1.4276 0.0824 -1.7148
C 3.0939 1.7551 -0.8870
H 0.7326 1.9192 -3.3636
O 0.9866 0.6892 1.2873
H 3.2780 1.1530 0.0068
C 2.3811 3.3436 -3.1068
H -6.1392 2.3258 -0.0712
C 3.4876 3.6811 -2.3084
C 1.3019 -4.3288 1.7729
C 2.0954 -3.2830 2.2587
H 4.6493 3.1915 -0.5419
C -5.4287 2.2587 1.9847
C -0.7954 -0.0604 -0.0913
C 0.7181 -1.6857 1.0616
C -4.3994 1.8375 2.8347
H -0.9448 0.8930 -0.5904
H -2.5793 0.6793 3.0023
C 0.3148 -4.0608 0.8196
H 0.5555 -0.1546 -2.3400
C 2.4899 -2.0830 -1.8161
C -3.3689 1.0343 2.3412
S -2.3119 -0.6895 0.4264
H 4.0972 4.5583 -2.5599
O -2.1618 -1.4777 1.6310
C -3.3805 0.6476 0.9939
C -5.3812 1.9518 0.6207
H -4.3448 0.8453 -0.9226
H 2.1110 3.9579 -3.9667
O -3.0320 -1.2225 -0.7118
H -6.2601 2.8450 2.3788
C 2.0531 1.3527 -1.7758
H 2.7806 -2.7610 -1.0121
H -0.2673 -4.8634 0.3734
H 1.4685 -5.3495 2.1183
H 1.6515 -2.5130 -2.3841
H 2.4295 -1.1313 2.2420
H -0.5899 -2.5589 -0.4233
C 1.6293 2.2136 -2.8137
H 2.9501 -3.4795 2.9040
*
```

- Relative energy (zero: lowest compared OMol25 entry of this formula, charge and spin): 176.4 kJ/mol
- Gap between HOMO and LUMO: 0.200 hartree
- HOMO energy: -7.5 eV
- LUMO level: -2.06 eV

=====

[4]
The following is a DFT calculation (ωB97M-V with the def2-TZVPD basis set) of a molecular structure, C22H21AsIMgN3O7S in a non-equilibrium geometry.

The geometry in ORCA input format:
```
! wB97M-V def2-TZVPD RIJCOSX def2/J DEFGRID3
* xyz -1 2
H 2.6434 4.5025 0.8559
N 2.2684 0.1098 -0.8560
N -2.8483 -0.7643 -0.5931
C -0.3036 6.0697 0.1932
H -2.9096 -0.2492 -1.4623
C -4.9838 0.2616 -0.0600
H -0.7326 7.0583 0.1217
H -0.6204 -2.9549 4.6315
H -0.4694 2.0312 2.7082
H -2.1438 5.0255 -0.2628
H -1.9041 -0.6845 -0.2263
H -2.7716 -1.2477 1.9986
H -0.9114 -2.9237 -0.2638
C 2.8437 -0.8945 -0.1601
O -2.8054 2.5014 -0.5079
C -5.9256 0.6351 0.8779
C -0.8729 -3.0105 0.8117
C 0.8122 3.5088 0.3964
C -5.7334 0.3603 2.2210
O -0.7454 1.4520 -1.2539
C -0.6982 -2.9838 3.5545
H 0.2999 -1.0907 3.2497
I 5.4378 3.0366 -1.0565
H -1.7474 -4.8808 3.4906
C -1.3225 -4.0721 2.9207
C -0.1915 -1.9524 2.8202
H 2.6160 1.9370 -1.7517
C -3.8112 -0.3837 0.3309
H 1.6680 6.7764 0.6566
H -1.8791 -4.8579 0.9889
C 1.6014 4.6507 0.6056
H 2.2465 -1.7879 -0.0683
H 5.8285 0.4537 0.6945
Mg 0.4119 0.6774 0.0498
C -1.4045 -4.0469 1.5194
O 2.9258 2.3956 3.0335
C 4.3073 1.3177 -0.5909
H -5.1304 0.4970 -1.1041
H -6.8120 1.1639 0.5562
H -4.4367 -0.5664 3.6547
H -6.4592 0.6876 2.9535
As 1.7067 1.5167 2.4644
N -0.2637 -1.9652 1.4552
O 1.3204 2.2999 0.4767
O 0.2324 -0.9629 0.7514
O 0.3135 2.3714 3.1542
C 1.0428 5.9075 0.5000
O -1.2764 1.4235 1.0711
H 4.4918 -1.6454 0.9684
C -1.0930 4.9516 -0.0226
C 4.8646 0.3354 0.2269
C 3.0485 1.1776 -1.1124
C 4.0978 -0.8187 0.3964
C -4.5974 -0.3314 2.6106
S -1.4430 2.1943 -0.1714
C -3.6523 -0.7102 1.6788
C -0.5340 3.6950 0.0760
*
```

- Relative energy (zero: lowest compared OMol25 entry of this formula, charge and spin): 267.6 kJ/mol
- Gap between HOMO and LUMO (spin up / spin down): 0.086 / 0.232 hartree
- HOMO energy (spin up / spin down): -1.2 / -5.1 eV
- LUMO level (spin up / spin down): 1.12 / 1.20 eV

=====

[5]
The following is a DFT calculation (ωB97M-V with the def2-TZVPD basis set) of a molecular structure, C22H21AuN3O2 in a non-equilibrium geometry.

The geometry in ORCA input format:
```
! wB97M-V def2-TZVPD RIJCOSX def2/J DEFGRID3
* xyz -1 3
H -4.6885 0.0821 6.9858
C -3.4584 0.7688 5.3421
C 1.7190 -1.6410 -0.5399
H 3.0817 -0.4975 7.9913
H 1.1394 0.4673 6.8033
N -3.7354 -0.0757 1.0122
C 1.6489 -0.4040 6.3844
H 1.8194 1.0802 -2.8318
C -2.7366 -0.8504 6.9924
O 1.3202 1.9681 2.0356
C 0.5073 -2.3925 -0.4208
H -3.0280 -0.7908 0.6617
C 0.7293 1.0675 2.6004
C 1.2044 -0.9776 5.1843
C 2.9335 -2.6655 5.3629
C -1.2359 -0.1894 5.2079
C 0.8547 1.3819 -0.8469
C 0.0599 -0.2983 4.4206
H -2.0059 1.2638 3.8157
H -0.5758 1.7974 -3.8692
C -1.2506 1.8957 -1.7292
C -1.4937 -0.9579 6.3483
H 2.4062 -1.6588 0.2990
H -2.2745 2.2301 -1.8184
H 0.1948 -2.8920 -1.3154
H 1.0269 1.6495 4.5733
C 2.7454 -0.9566 7.0641
C -0.5498 1.6985 -0.4813
H 1.7123 1.3228 -0.2091
H -2.9260 -1.4520 7.8798
C -0.3585 1.6614 -2.8087
H -0.7334 -1.6411 6.7263
O -0.7649 -2.0465 2.8879
H -0.8829 2.1167 0.4679
C -2.2131 0.6720 4.7095
C -0.2467 -0.9384 3.0463
C 3.3888 -2.0909 6.5468
Au -0.1364 -0.5508 -0.0773
H 4.2432 -2.5193 7.0763
C 0.9210 1.3238 -2.2827
C 1.8369 -2.1152 4.6810
H -4.2125 1.4307 4.9220
H 3.4159 -3.5505 4.9447
C -3.7194 0.0084 6.4903
N 0.5019 0.9996 3.9897
H 0.4281 -3.0227 0.5054
H 2.1843 -1.5772 -1.5043
H 1.4584 -2.5883 3.7752
N 0.1260 -0.0711 2.0738
*
```

- Relative energy (zero: lowest compared OMol25 entry of this formula, charge and spin): 97.5 kJ/mol
- Gap between HOMO and LUMO (spin up / spin down): 0.232 / 0.219 hartree
- HOMO energy (spin up / spin down): -3.6 / -3.6 eV
- LUMO level (spin up / spin down): 2.73 / 2.40 eV

=====

[6]
The following is a DFT calculation (ωB97M-V with the def2-TZVPD basis set) of a molecular structure, C22H21Br41NO2 in a non-equilibrium geometry.

The geometry in ORCA input format:
```
! wB97M-V def2-TZVPD RIJCOSX def2/J DEFGRID3
* xyz 1 1
Br -2.0899 -8.3347 -10.3154
C 1.1683 3.0841 3.8045
H 3.4637 8.4850 4.2130
H -1.8587 -8.4655 -7.8499
Br -4.4503 -4.8295 5.6592
Br 0.4726 -7.8623 -8.4507
O 0.2869 1.6081 0.6209
Br -0.5967 -12.0658 -4.9898
H 4.9460 3.1117 2.2988
Br 8.1285 0.2769 -3.6741
C 2.2777 3.9717 4.3657
Br -0.2557 5.0827 4.0210
C -4.2522 0.3501 3.0323
Br -2.9647 0.3949 1.5846
Br -2.8004 5.9123 2.2971
C 2.9420 2.2165 2.1247
H -1.9952 2.5685 0.5227
H -4.9525 1.1621 2.8618
H -4.5645 -8.3131 -1.0141
C 7.8910 2.8405 -0.5575
C -2.2394 -11.0470 -5.0421
Br 1.3847 -6.7140 0.5176
H -2.8900 -11.4532 -4.2738
C 1.5580 2.2247 2.6842
H 5.1600 1.3748 -2.6393
Br -7.2974 6.0156 -2.2558
H 3.0960 -8.4074 -0.0843
Br 6.9795 4.1860 0.4929
Br -2.2921 -0.7325 -1.7542
Br -9.5186 4.9572 -0.2047
Br -3.4139 0.6768 4.7480
H 3.1834 1.5214 1.2459
Br -6.4320 4.2438 0.2681
Br -2.1242 -6.0114 -8.1093
C -1.4834 0.6950 -0.6738
C -1.8927 6.1382 3.9863
C -2.2362 2.0709 -0.4468
Br -5.2748 -1.2911 3.0321
Br 1.4252 9.1504 2.9750
H -2.0395 2.8044 -1.2729
H 0.1319 3.0890 4.1982
Br -6.8992 -4.1594 3.7046
Br 2.4901 6.2265 3.8161
C -3.9424 -8.9207 -0.3647
Br -3.4792 5.7523 -0.7089
Br 1.4251 -8.8585 -1.8620
C 3.9139 3.1015 2.7401
Br 3.9996 1.9259 -0.5061
Br -1.2767 6.8256 -2.7745
H 8.9951 2.5900 -3.9060
Br 4.7877 -0.9145 -1.7620
H -1.5296 7.2515 -0.3457
Br -1.9437 -9.1864 -4.6063
Br 1.8246 8.4135 6.0727
H -7.5724 6.4462 0.1708
H 2.0842 4.6747 5.2032
C 2.4401 8.1257 4.2629
Br 2.8079 1.0424 -3.3462
Br 0.7338 -1.1717 -0.3140
Br -0.3615 5.0629 -0.2644
Br 1.5223 -9.8434 1.1848
C 4.3098 0.9190 -2.1392
C -0.2445 0.5185 -0.1078
Br -4.2601 -5.5509 2.5442
Br 9.3226 3.6006 -1.6092
Br 8.8362 1.9684 -6.3022
H 7.1622 2.4375 -1.2559
H -2.5395 5.7431 4.7641
N 3.5489 3.9131 3.8014
Br -3.5599 -10.5599 -1.3165
Br 6.5758 3.0104 -4.2854
H 4.2894 4.5138 4.1808
C -7.6904 5.5448 -0.4221
Br -2.3318 -7.9084 -0.0161
Br -3.1606 -11.2519 -6.7311
C -1.6455 6.3489 -0.9386
C 2.0120 -8.4509 -0.0642
C -1.4567 -7.7673 -8.5785
C 0.5544 1.2593 1.9466
C 8.2427 2.0385 -4.4648
Br -1.5949 8.0004 4.4028
H -5.8532 -6.3349 4.2757
Br -4.9571 -9.2461 1.2506
H -3.3399 1.8501 -0.4098
C -5.4258 -5.3577 4.0746
Br 8.5031 1.3678 0.5336
O 0.1032 0.3236 2.5265
*
```

- Gap between HOMO and LUMO: 0.240 hartree
- HOMO energy: -11.1 eV
- LUMO level: -4.58 eV

=====

[7]
The following is a DFT calculation (ωB97M-V with the def2-TZVPD basis set) of 2 unconnected molecules or ions with the total composition C22H21BrCl2IN3O5P in a non-equilibrium geometry.

The geometry in ORCA input format:
```
! wB97M-V def2-TZVPD RIJCOSX def2/J DEFGRID3
* xyz 1 1
C 0.2100 -3.9454 -1.9525
C 4.3636 4.8672 4.6616
N -2.9303 -2.5705 -0.8941
H 0.1925 1.5263 2.4403
C -0.2566 -3.8586 -4.9744
O 2.0915 2.7244 2.0346
P -3.5355 -4.1536 -1.5736
C 4.9867 4.0602 3.6065
O -4.7087 -4.7930 -0.5091
C -0.8831 -2.9862 -2.5585
H -1.8937 -2.1878 -4.5301
C -1.4628 1.3442 0.8370
C 2.1256 4.1528 3.9104
O 2.3124 5.5862 5.7611
O 4.8016 2.6011 1.7731
H 0.3828 -3.9643 -0.8125
C 0.2745 -0.1693 -1.5174
H 4.0533 2.1950 1.2955
H 1.4243 -5.5442 -5.0204
H -0.5702 1.7051 0.1973
H -2.2867 1.3603 -2.2855
C -1.9500 -0.0263 0.1819
C -3.2751 -0.8018 0.5954
H 1.0453 4.1367 3.9724
H -0.3803 -3.9001 -6.1179
I -4.7230 -3.5187 -3.6771
C 2.8758 4.8544 4.7642
C 0.8136 -4.8382 -4.3693
C -0.8403 1.0279 2.3047
H -5.5382 -4.9884 -1.0139
H -1.8916 1.5304 -4.1058
Br -4.4345 -0.0439 2.0358
H 0.8066 0.5353 -0.7935
Cl -2.6938 2.6925 0.8018
C 4.2363 3.3572 2.7564
H -1.6040 -1.1088 2.7975
H -2.2212 -0.1285 -3.3959
N -3.7089 -2.0257 0.0377
H 0.9558 -1.0162 -1.9057
H -0.0174 -0.6279 3.5916
C -0.1471 0.7212 -2.8245
C -1.7156 0.8862 -3.1684
H 6.0671 4.0636 3.5533
O 5.0152 5.5326 5.4450
C -1.6888 -2.1315 -1.4589
C 2.7483 3.3668 2.8427
H -0.0175 -1.0918 1.8176
Cl -1.8989 1.7673 3.6364
C -1.1056 -0.7597 -0.9334
H 3.0611 5.9986 6.2362
H 1.8299 -5.5427 -2.3071
N 0.7120 1.3243 -3.6107
C -1.1272 -2.9032 -4.0831
C 1.0770 -4.8744 -2.8362
H 1.6692 1.1151 -3.2702
C -0.6253 -0.5321 2.6118
*
```

- Relative energy (zero: lowest compared OMol25 entry of this formula, charge and spin): 824.7 kJ/mol
- Gap between HOMO and LUMO: 0.241 hartree
- HOMO energy: -11.6 eV
- LUMO level: -5.07 eV

=====

[8]
The following is a DFT calculation (ωB97M-V with the def2-TZVPD basis set) of a molecular structure, C22H21BrN5O6Tc.

The geometry in ORCA input format:
```
! wB97M-V def2-TZVPD RIJCOSX def2/J DEFGRID3
* xyz -1 4
C 0.8578 6.0025 0.4094
C 3.1556 5.5031 -0.0199
C -0.4742 -2.2003 3.5154
C -2.9356 1.5906 0.2391
H 2.9144 -3.4595 1.4136
C 2.2333 -3.3090 -0.6707
C 0.4278 -2.5642 0.9360
H -4.4968 3.0315 0.1192
H 3.2208 -1.8929 0.6345
C -4.8415 -0.3201 0.1614
H 2.2618 -2.9188 -2.8204
H 2.0040 -5.3725 0.0310
H -0.8112 -2.0452 4.5307
N -0.1105 -1.3910 1.3019
C 2.1499 -4.8213 -0.8991
N -2.5322 0.3010 0.2794
H 0.8200 -4.5910 1.5516
H 0.0686 6.7198 0.6042
H -6.2763 1.2533 -0.0054
O 0.3180 -5.7292 3.6401
H 4.1799 5.8286 -0.1619
H -5.5579 -1.1270 0.1398
C 0.0332 -3.4468 3.1463
C 0.4696 -3.6138 1.8479
C 2.1627 6.4444 0.2302
O -0.2368 -4.3038 5.3161
O -0.7853 -1.4130 -1.2979
H -2.1384 2.3206 0.2684
H 3.0838 -5.1708 -1.3470
C 0.0239 -2.4411 -1.4604
H -0.4775 4.3206 0.4822
C 3.1873 -2.9744 0.4789
H 4.1848 -3.3215 0.2062
N 1.2592 2.3752 0.0227
N 2.1697 1.4502 -0.3779
Tc -0.3884 0.1031 -0.0795
H -0.9907 -0.2507 2.7748
C 1.5473 3.7131 0.0934
H 2.4017 7.4985 0.2844
C -5.2286 0.9970 0.0924
O 1.6056 0.2078 -0.2678
C 2.8704 4.1513 -0.0900
C 0.0663 -4.6210 4.1499
C -0.5589 -1.2221 2.5647
H 3.6417 3.4207 -0.2829
H 3.8458 -2.9155 -2.0262
C 2.7985 -2.6248 -1.9210
Br -3.0674 -2.4428 0.4713
N 0.8960 -2.6975 -0.3820
C -3.4866 -0.6255 0.2790
O -0.0486 1.9938 0.1875
H 1.3330 -5.0482 -1.5830
C -4.2543 1.9790 0.1539
O 0.0378 -3.1191 -2.4627
C 0.5383 4.6559 0.3418
H 2.7479 -1.5394 -1.8056
*
```

- Relative energy (zero: lowest compared OMol25 entry of this formula, charge and spin): 37.8 kJ/mol
- Gap between HOMO and LUMO (spin up / spin down): 0.198 / 0.255 hartree
- HOMO energy (spin up / spin down): -3.7 / -5.5 eV
- LUMO level (spin up / spin down): 1.63 / 1.40 eV

=====

It is found that the M values, taken in the order of the records, are 683.6; 588.2; 380.5; 697.6; 556.4; 3607.5; 716.1; 629.3 g/mol.
It is found that the E values, taken in the order of the records, are -56212.3810; -70630.7758; -42158.9671; -127179.3638; -35408.5773; -2900464.6262; -150323.9178; -115131.2173 eV.